Below is one molecule with the formula C5H10O2 in a non-equilibrium geometry, with properties calculated with ωB97M-V with the def2-TZVPD basis set.

Frontier orbital gap = 9.7965 eV
F_max = 3.3 eV Å⁻¹
Energy relative to the best compared isomer or geometry (same formula, charge and spin) = 2.333 eV
E = -346.939690 Eh

Geometry as ORCA input:
```
! wB97M-V def2-TZVPD RIJCOSX def2/J DEFGRID3
* xyz 0 1
C 0.5878 -0.1945 -0.5741
C -0.3553 -0.3679 0.5650
C 0.0525 -0.5260 -1.9461
C 0.3057 -0.6512 1.9051
C -1.0356 1.1000 0.5961
O 0.7775 1.4211 -0.4077
O -1.3194 1.6499 1.6296
H 0.9976 1.8958 -1.2186
H 1.5919 -0.5866 -0.3943
H -1.1646 -1.0654 0.3363
H -1.5992 1.2797 -0.3377
H 0.7537 -0.2198 -2.7215
H -0.1154 -1.6016 -2.0216
H -0.8983 -0.0279 -2.1297
H 1.1313 0.0395 2.0695
H 0.7015 -1.6654 1.9444
H -0.4118 -0.4799 2.7055
*
```

Here are the natural (NBO) charges for atoms 1 to 4, given in e: number 1, C, carries 0.14; number 2, C, carries -0.36; number 3, C, carries -0.64; number 4, C, carries -0.61